Computed, not measured: a cluster of 17 separate species, C62H141N3O40 in total in a non-equilibrium geometry, with wB97M-V/def2-TZVPD.

Geometry (Å):
C1 3.111 -0.738 -8.556
C2 4.180 -0.675 -7.456
O1 4.073 0.531 -6.740
C3 4.869 0.784 -5.686
O2 5.798 -0.005 -5.411
O3 4.510 1.900 -4.945
C4 3.258 2.499 -5.161
H1 2.112 -0.449 -8.229
H2 3.022 -1.690 -9.078
H3 3.386 -0.003 -9.312
H4 5.147 -0.734 -7.955
H5 4.192 -1.480 -6.720
H6 2.969 2.689 -6.195
H7 3.253 3.471 -4.669
H8 2.601 1.775 -4.680
C5 -2.021 3.926 0.277
C6 -1.859 5.377 0.703
O4 -1.301 5.336 1.990
C7 -0.997 6.432 2.638
O5 -1.086 7.557 2.193
O6 -0.754 6.156 3.884
C8 -0.362 7.150 4.847
H9 -1.122 3.503 -0.172
H10 -2.749 3.876 -0.533
H11 -2.336 3.236 1.060
H12 -2.832 5.867 0.650
H13 -1.189 5.868 -0.002
H14 -0.889 8.104 4.868
H15 0.655 7.432 4.575
H16 -0.324 6.675 5.827
C9 -3.366 -1.526 4.815
C10 -2.567 -2.369 5.842
O7 -1.199 -2.625 5.501
C11 -0.237 -1.730 5.730
O8 -0.402 -0.501 5.896
O9 0.964 -2.389 5.789
C12 2.188 -1.611 5.965
H17 -3.452 -2.096 3.890
H18 -2.806 -0.592 4.750
H19 -4.361 -1.356 5.225
H20 -3.087 -3.325 5.907
H21 -2.572 -1.996 6.866
H22 2.302 -1.375 7.023
H23 2.238 -0.694 5.377
H24 3.047 -2.245 5.749
C13 2.863 5.414 3.322
C14 2.643 5.069 1.854
O10 2.238 6.268 1.201
C15 1.679 6.187 -0.009
O11 1.709 5.205 -0.763
O12 1.076 7.334 -0.305
C16 0.605 7.635 -1.640
H25 3.823 5.902 3.491
H26 2.810 4.497 3.909
H27 2.080 6.063 3.717
H28 1.788 4.403 1.743
H29 3.487 4.597 1.351
H30 1.043 7.036 -2.439
H31 0.804 8.694 -1.804
H32 -0.471 7.484 -1.730
C17 1.883 -8.184 -5.162
C18 3.281 -8.157 -4.561
O13 3.483 -7.173 -3.561
C19 2.959 -7.298 -2.370
O14 2.292 -8.303 -1.982
O15 3.351 -6.280 -1.585
C20 3.043 -6.225 -0.196
H33 1.725 -8.962 -5.909
H34 1.563 -7.302 -5.717
H35 1.128 -8.279 -4.381
H36 4.004 -7.960 -5.352
H37 3.546 -9.130 -4.148
H38 1.975 -6.373 -0.037
H39 3.310 -5.244 0.197
H40 3.648 -6.876 0.436
C21 -5.969 -0.317 2.264
C22 -4.820 0.191 1.386
O16 -5.005 1.586 1.066
C23 -5.644 1.997 -0.035
O17 -6.203 1.302 -0.829
O18 -5.586 3.338 -0.096
C24 -5.982 4.008 -1.285
H41 -6.057 0.207 3.216
H42 -5.804 -1.383 2.415
H43 -6.959 -0.111 1.857
H44 -4.772 -0.400 0.471
H45 -3.848 0.017 1.848
H46 -5.155 3.899 -1.987
H47 -6.059 5.079 -1.094
H48 -6.936 3.653 -1.674
C25 4.416 -1.126 2.211
C26 3.357 -0.047 2.555
O19 3.730 0.792 3.654
C27 4.641 1.823 3.551
O20 4.956 2.509 4.494
O21 5.008 2.126 2.252
C28 6.113 3.018 2.105
H49 4.772 -1.807 2.984
H50 5.258 -0.578 1.789
H51 4.037 -1.769 1.417
H52 2.455 -0.628 2.751
H53 3.010 0.505 1.682
H54 6.262 3.142 1.033
H55 7.007 2.575 2.543
H56 5.756 3.955 2.534
C29 -3.625 2.399 4.079
C30 -3.344 3.881 3.992
O22 -4.368 4.552 4.768
C31 -4.629 5.802 4.681
O23 -5.447 6.302 5.447
O24 -3.915 6.402 3.733
C32 -3.974 7.839 3.646
H57 -4.573 2.190 3.584
H58 -3.670 2.059 5.114
H59 -2.730 1.840 3.806
H60 -3.390 4.168 2.941
H61 -2.392 4.283 4.339
H62 -5.009 8.180 3.616
H63 -3.626 8.121 2.652
H64 -3.363 8.308 4.417
C33 6.354 0.933 -1.000
C34 7.263 -0.283 -1.346
O25 7.249 -1.266 -0.283
C35 6.597 -2.431 -0.413
O26 5.979 -2.854 -1.417
O27 6.566 -3.030 0.780
C36 6.016 -4.295 0.939
H65 5.276 0.779 -0.984
H66 6.582 1.680 -1.760
H67 6.561 1.453 -0.064
H68 8.317 -0.053 -1.501
H69 6.899 -0.504 -2.349
H70 6.085 -4.563 1.994
H71 6.527 -5.055 0.348
H72 4.949 -4.367 0.729
C37 1.698 2.747 5.958
C38 0.752 3.822 5.625
O28 -0.559 3.293 5.991
C39 -1.183 3.631 7.127
O29 -0.779 4.218 8.101
O30 -2.452 3.181 7.038
C40 -3.399 3.515 8.016
H73 2.692 2.993 5.586
H74 1.399 1.857 5.404
H75 1.760 2.573 7.032
H76 0.815 3.994 4.551
H77 0.873 4.771 6.147
H78 -4.289 2.909 7.846
H79 -3.576 4.590 8.053
H80 -3.131 3.214 9.028
C41 -1.833 0.963 -2.160
O31 -1.556 0.346 -3.441
C42 -0.151 0.152 -3.704
C43 0.056 -0.927 -4.823
N1 -0.688 -0.556 -6.042
C44 -0.812 -1.638 -7.073
C45 -1.930 -1.367 -8.133
O32 -3.230 -1.315 -7.547
C46 -4.312 -1.443 -8.460
H81 -2.900 1.174 -2.097
H82 -1.282 1.874 -1.925
H83 -1.590 0.338 -1.301
H84 0.450 -0.140 -2.843
H85 0.368 1.067 -3.987
H86 -0.119 -1.919 -4.407
H87 1.122 -0.838 -5.034
H88 -1.605 -0.248 -5.749
H89 -0.908 -2.637 -6.648
H90 0.177 -1.619 -7.530
H91 -1.844 -2.168 -8.867
H92 -1.765 -0.420 -8.646
H93 -4.205 -2.359 -9.041
H94 -4.321 -0.644 -9.201
H95 -5.289 -1.512 -7.981
C47 0.184 2.039 2.262
O33 0.203 0.868 1.453
C48 -0.349 -0.261 2.094
C49 -0.424 -1.495 1.249
N2 0.879 -1.723 0.613
C50 0.767 -2.784 -0.373
C51 2.022 -2.834 -1.292
O34 1.956 -1.775 -2.238
C52 3.087 -1.879 -3.147
H96 0.887 1.980 3.093
H97 -0.832 2.336 2.523
H98 0.693 2.781 1.648
H99 -1.351 -0.036 2.459
H100 0.219 -0.459 3.003
H101 -1.227 -1.421 0.516
H102 -0.643 -2.379 1.848
H103 1.015 -0.861 0.104
H104 -0.015 -2.691 -1.126
H105 0.601 -3.721 0.158
H106 1.978 -3.758 -1.870
H107 2.857 -2.855 -0.592
H108 3.181 -0.992 -3.774
H109 3.066 -2.608 -3.956
H110 4.018 -2.081 -2.617
C53 -7.955 -2.759 -2.509
O35 -6.714 -2.673 -3.134
C54 -5.889 -1.578 -2.689
C55 -4.370 -1.692 -3.027
N3 -3.913 -3.044 -2.817
C56 -2.524 -3.256 -3.187
C57 -1.810 -4.591 -2.910
O36 -0.470 -4.521 -3.351
C58 0.241 -5.736 -3.177
H111 -7.877 -2.978 -1.444
H112 -8.519 -3.541 -3.017
H113 -8.453 -1.802 -2.665
H114 -5.956 -1.615 -1.602
H115 -6.202 -0.614 -3.089
H116 -3.849 -0.831 -2.609
H117 -4.235 -1.454 -4.082
H118 -4.379 -3.587 -3.530
H119 -1.868 -2.468 -2.816
H120 -2.394 -3.183 -4.266
H121 -2.254 -5.478 -3.361
H122 -1.794 -4.690 -1.824
H123 -0.247 -6.577 -3.670
H124 0.482 -5.898 -2.127
H125 1.146 -5.488 -3.731
C59 2.016 -4.436 3.293
O37 2.755 -3.675 2.392
H126 1.818 -5.334 2.709
H127 2.519 -4.722 4.217
H128 1.081 -3.935 3.548
H129 2.131 -3.150 1.885
C60 -1.383 -5.438 1.340
O38 -0.187 -6.133 1.632
H130 -1.204 -4.689 0.569
H131 -2.149 -6.097 0.931
H132 -1.709 -4.796 2.159
H133 -0.074 -6.818 0.969
C61 -4.443 -3.514 0.617
O39 -3.522 -2.679 -0.041
H134 -5.431 -3.095 0.426
H135 -4.380 -4.547 0.275
H136 -4.347 -3.458 1.701
H137 -3.587 -2.838 -0.986
C62 2.619 1.754 -1.137
O40 3.399 2.809 -1.567
H138 2.991 0.836 -1.591
H139 2.676 1.571 -0.064
H140 1.621 1.962 -1.524
H141 2.854 3.596 -1.491

Values from the calculation:
Electronic energy   -152943.538 eV
Orbital gap   0.335 Eh
Lowest unoccupied orbital energy   0.380 eV
Strongest force on any atom   4.76 eV/A

Atomic partial charges in e from the Mulliken method, atoms 1 to 99: number 1, C, carries -1.195; number 2, C, carries -0.167; number 3, O, carries -0.283; number 4, C, carries 0.807; number 5, O, carries -0.617; number 6, O, carries -0.315; number 7, C, carries -0.343; number 8, H, carries 0.243; number 9, H, carries 0.384; number 10, H, carries 0.349; number 11, H, carries 0.369; number 12, H, carries 0.246; number 13, H, carries 0.321; number 14, H, carries 0.214; number 15, H, carries 0.029; number 16, C, carries 0.101; number 17, C, carries -0.303; number 18, O, carries 1.070; number 19, C, carries -0.432; number 20, O, carries -0.598; number 21, O, carries 0.630; number 22, C, carries -1.338; number 23, H, carries -0.129; number 24, H, carries 0.463; number 25, H, carries -0.407; number 26, H, carries 0.340; number 27, H, carries -0.191; number 28, H, carries 0.356; number 29, H, carries 0.331; number 30, H, carries 0.344; number 31, C, carries 0.345; number 32, C, carries -0.853; number 33, O, carries -0.276; number 34, C, carries 0.891; number 35, O, carries -0.568; number 36, O, carries -0.377; number 37, C, carries -0.577; number 38, H, carries -0.245; number 39, H, carries -0.294; number 40, H, carries 0.510; number 41, H, carries 0.349; number 42, H, carries 0.395; number 43, H, carries 0.440; number 44, H, carries 0.108; number 45, H, carries 0.227; number 46, C, carries -0.395; number 47, C, carries 1.748; number 48, O, carries -0.406; number 49, C, carries 0.674; number 50, O, carries -0.576; number 51, O, carries -0.365; number 52, C, carries -0.723; number 53, H, carries 0.534; number 54, H, carries -0.263; number 55, H, carries -0.215; number 56, H, carries -1.293; number 57, H, carries 0.366; number 58, H, carries 0.307; number 59, H, carries 0.292; number 60, H, carries 0.251; number 61, C, carries -1.016; number 62, C, carries -0.261; number 63, O, carries -0.317; number 64, C, carries 0.624; number 65, O, carries -0.659; number 66, O, carries -0.080; number 67, C, carries 0.406; number 68, H, carries 0.413; number 69, H, carries 0.259; number 70, H, carries 0.266; number 71, H, carries 0.331; number 72, H, carries 0.324; number 73, H, carries 0.114; number 74, H, carries -0.906; number 75, H, carries 0.557; number 76, C, carries -1.346; number 77, C, carries 1.680; number 78, O, carries 0.009; number 79, C, carries 0.669; number 80, O, carries -0.620; number 81, O, carries -0.203; number 82, C, carries -0.846; number 83, H, carries 0.281; number 84, H, carries 0.337; number 85, H, carries 0.366; number 86, H, carries -0.285; number 87, H, carries -0.911; number 88, H, carries 0.333; number 89, H, carries 0.240; number 90, H, carries 0.323; number 91, C, carries -0.167; number 92, C, carries 2.022; number 93, O, carries -0.356; number 94, C, carries 0.306; number 95, O, carries -0.606; number 96, O, carries 0.160; number 97, C, carries -1.045; number 98, H, carries 0.220; number 99, H, carries 0.392